The following is a DFT calculation (the ωB97M-V functional and the def2-TZVPD basis) of a molecular structure, C44H32Cl2F3N6OSSeSiSn.

Structure (XYZ):
```
92
Properties=species:S:1:pos:R:3:forces:R:3
Sn -0.03527 -0.32925 0.29684 0.4692 -0.0910 -0.1623
Cl 1.85049 3.86371 -2.75296 -0.1238 0.0641 -0.1014
C 2.66322 3.20178 -1.36559 0.0935 -0.0550 0.0846
C 3.66904 3.95859 -0.76299 0.0120 -0.1316 0.1991
C 4.33733 3.45929 0.32113 -0.0031 0.1160 -0.1852
Cl 5.60276 4.41313 1.04573 0.1222 0.1452 0.1147
C 4.05743 2.17033 0.82443 -0.0972 -0.2307 -0.1419
C 4.74292 1.56932 1.89927 -0.0220 -0.0423 -0.0103
C 4.46824 0.27200 2.23093 0.1045 0.0998 -0.0028
C 3.45879 -0.40864 1.53283 -0.1054 -0.0050 -0.0359
N 2.74629 0.14799 0.58521 -0.0269 -0.0155 0.0487
C 3.03917 1.40538 0.19744 0.4234 0.2529 0.0836
C 2.28564 1.92764 -0.92408 -0.5061 -0.0704 -0.4239
O 1.35611 1.23942 -1.46908 -0.0974 0.6129 0.5770
H 3.91352 4.93316 -1.16139 0.0190 0.0246 0.0251
H 5.47929 2.14660 2.44118 0.0652 -0.0489 -0.0120
H 5.01117 -0.22526 3.02339 -0.0297 -0.0059 0.0411
H 3.21031 -1.43564 1.77013 -0.0452 0.0038 0.1045
N -4.34761 -1.99381 -0.61249 -0.0108 0.2901 -0.0487
C -4.36859 -3.26586 -0.02792 -0.0162 -0.4369 0.0827
C -5.19372 -4.26053 -0.53261 -0.0035 0.0840 -0.0393
C -5.20607 -5.52438 0.04252 0.0218 -0.0282 -0.0533
C -4.36855 -5.81239 1.10508 -0.0076 -0.0147 0.0608
C -3.53713 -4.82062 1.61161 -0.0293 0.0059 -0.0279
C -3.55663 -3.54856 1.06684 0.1432 0.2206 -0.0697
S -2.55289 -2.25931 1.74274 -0.2570 -0.3923 0.2554
N -2.38852 -1.21095 0.44147 -0.5833 0.2869 -0.8053
C -3.24518 -1.15109 -0.52282 0.2812 -0.5823 1.0034
C -3.09055 -0.13677 -1.57541 0.0464 0.5814 -0.6262
C -3.96351 -0.01891 -2.66278 0.0265 -0.2436 0.1725
C -3.76167 0.99430 -3.58006 0.0889 0.1195 -0.0779
C -2.69648 1.86520 -3.40667 -0.1380 -0.1408 -0.0325
C -1.86803 1.66446 -2.31562 0.1926 -0.0350 0.0385
N -2.06086 0.69563 -1.43263 -0.1689 -0.0978 0.3407
H -4.87248 -1.92375 -1.46634 -0.0158 -0.0234 0.0566
H -5.83891 -4.03924 -1.37525 0.0051 -0.0055 -0.0376
H -5.85818 -6.28777 -0.35988 -0.0181 -0.0011 -0.0078
H -4.35366 -6.80462 1.53538 -0.0134 0.0084 0.0327
H -2.87508 -5.02490 2.44345 0.0326 -0.0277 -0.0083
H -4.78474 -0.70630 -2.82072 -0.0101 0.0730 -0.0220
H -4.42652 1.09793 -4.42788 -0.0105 -0.0047 0.0063
H -2.50330 2.66927 -4.10228 0.0036 0.0186 0.0017
H -0.99834 2.28635 -2.14067 0.0979 0.0280 0.0078
C -2.47005 0.96994 2.98074 0.3039 -0.1286 -0.2773
Si -1.15158 1.65076 1.76616 -0.1712 0.5305 0.4876
C -2.06704 3.18936 1.06385 0.2544 -0.3732 -0.2483
C 0.20140 2.44735 2.84370 -0.1117 -0.2344 -0.2009
C 1.15969 3.27299 2.25277 -0.0684 0.0441 0.0752
C 2.21201 3.79518 2.99019 0.0154 0.1056 0.0048
C 2.33970 3.48055 4.33590 0.0236 0.0271 0.0134
C 1.39553 2.66569 4.94323 -0.0040 -0.0093 0.0878
C 0.33382 2.16663 4.20287 -0.0132 0.0308 -0.0277
H -2.75106 1.70014 3.74303 0.0771 0.0984 -0.0034
H -2.11587 0.06255 3.47120 0.0014 -0.0136 0.1058
H -3.37131 0.70540 2.42364 -0.0526 -0.0122 -0.0250
H -2.33800 3.85225 1.88791 0.0332 -0.0272 0.0872
H -2.98432 2.90713 0.54234 -0.0043 -0.0284 -0.0669
H -1.44181 3.75525 0.37065 -0.0057 0.0349 -0.0536
H 1.07805 3.50780 1.19517 0.0867 0.0231 -0.0189
H 2.94123 4.43932 2.51398 0.0103 -0.0040 -0.0040
H 3.17344 3.86975 4.90797 0.0042 0.0093 0.0057
H 1.48999 2.41704 5.99452 -0.0059 -0.0154 0.0052
H -0.41292 1.54729 4.68365 0.0433 -0.0858 0.0712
F 3.55194 -2.19143 9.29255 -0.0468 0.0354 -0.0952
C 2.85292 -1.08777 8.93208 0.1445 0.0161 0.3269
F 1.90275 -0.91814 9.87325 -0.0292 -0.0087 -0.1025
F 3.71473 -0.05197 9.07790 -0.0585 -0.0516 -0.0880
C 2.30182 -1.18607 7.55041 -0.0617 -0.0279 -0.0730
C 3.15401 -1.54592 6.51119 0.0096 -0.0296 0.0842
C 2.68393 -1.59984 5.21515 -0.0389 0.0220 0.0353
C 1.34961 -1.28222 4.92253 0.1366 0.0518 0.1772
C 0.49759 -0.96585 5.98767 -0.0117 0.0464 -0.1094
C 0.96707 -0.90762 7.28531 0.1128 -0.0022 0.1096
C 0.89095 -1.21863 3.57850 -0.1952 -0.1367 -0.2743
C 0.51010 -1.08625 2.42578 -0.2955 0.1143 0.2690
H 4.18829 -1.78534 6.72417 0.0135 0.0125 -0.0033
H 3.35080 -1.88170 4.41220 -0.0213 0.0420 -0.0541
H -0.53788 -0.73691 5.77685 -0.0217 0.0165 -0.0327
H 0.30199 -0.63091 8.09189 -0.0078 -0.0232 0.0053
Se 1.46534 -0.37635 -3.41143 0.3039 -0.3609 -0.4034
N 0.13213 -1.36817 -2.90491 -0.6618 -0.1769 0.0801
C 0.54569 -2.64191 -2.89804 0.3144 0.4502 -0.2264
C -0.24587 -3.75115 -2.53165 -0.1633 -0.3989 0.0963
C 0.29511 -5.00500 -2.60602 -0.3368 0.2528 0.0930
C 1.63296 -5.20153 -3.02357 0.4038 0.1157 -0.1077
C 2.43734 -4.14726 -3.35956 0.0175 -0.4506 0.0146
C 1.90462 -2.84032 -3.31806 -0.2348 0.4824 -0.0211
N 2.54833 -1.72156 -3.67928 0.3924 -0.3166 -0.1524
H -1.26375 -3.58997 -2.19856 -0.0003 0.0018 0.0024
H -0.30343 -5.86652 -2.33674 -0.0085 0.0140 0.0219
H 2.02487 -6.21010 -3.07066 0.0135 0.0029 0.0132
H 3.46278 -4.29749 -3.67040 0.0053 0.0293 -0.0087
```
Forces are in eV/Å.

Results
Lowest unoccupied orbital energy: 1.7 eV
Gap between HOMO and LUMO: 5.57 eV
Relative energy (zero: lowest compared OMol25 entry of this formula, charge and spin): 0.0 kcal/mol
Total charge: -1